A structure of composition C16H18IrN3O5S2Se2, computed with ωB97M-V with the def2-TZVPD basis set.

Element x y z (Å)
Ir: 0.072 0.986 -0.316
O: 1.991 1.342 1.278
C: 2.485 2.677 1.419
C: 2.653 3.327 0.043
C: 3.715 4.427 0.251
O: 3.893 5.242 -0.889
C: 3.208 2.318 -0.970
Se: 1.979 1.069 -1.839
C: 1.389 4.037 -0.494
Se: -0.342 3.328 0.071
H: 1.863 0.939 2.144
H: 3.453 2.639 1.925
H: 1.806 3.280 2.028
H: 4.655 3.974 0.581
H: 3.368 5.088 1.049
H: 4.580 4.878 -1.455
H: 3.973 1.690 -0.510
H: 3.662 2.846 -1.808
H: 1.362 3.989 -1.582
H: 1.391 5.088 -0.216
S: -1.758 0.283 -1.696
C: -3.274 0.463 -0.871
N: -3.716 -0.535 -0.089
C: -4.952 -0.532 0.438
C: -5.764 0.543 0.212
C: -5.220 1.584 -0.541
N: -4.004 1.548 -1.078
H: -3.080 -1.331 0.076
H: -5.227 -1.404 1.014
H: -6.766 0.584 0.610
H: -5.790 2.487 -0.726
O: -2.577 -3.572 -1.807
S: -2.206 -3.443 -0.431
O: -3.222 -3.646 0.571
N: -1.544 -1.957 -0.144
C: -0.261 -2.039 0.180
O: 0.494 -1.065 0.434
C: 0.244 -3.440 0.261
C: 1.511 -3.869 0.603
C: 1.756 -5.237 0.599
C: 0.758 -6.144 0.249
C: -0.517 -5.712 -0.100
C: -0.741 -4.352 -0.075
H: 2.281 -3.153 0.861
H: 2.736 -5.605 0.871
H: 0.976 -7.204 0.248
H: -1.295 -6.410 -0.380

Properties
- HOMO level (spin up / spin down) (eV) = -10.13 / -11.88
- spin multiplicity = 6
- lowest unoccupied orbital energy (spin up / spin down) (eV) = -3.55 / -5.90
- gap between HOMO and LUMO (spin up / spin down) (hartree) = 0.24179 / 0.21970
- total charge = +1

Results of the Mulliken charge analysis, in e, for atoms 1 through 8: 0.92, -0.31, -1.33, 2.06, -1.45, -0.52, -1.50, -0.06

***

The molecule C16H18N2O5S, computed with ωB97M-V with the def2-TZVPD basis set.

Element x y z (Å)
C: -4.517 -1.426 2.416
C: -4.632 -2.098 1.056
O: -4.135 -1.250 0.018
C: -4.963 -0.321 -0.457
O: -6.107 -0.187 -0.118
C: -4.282 0.531 -1.520
C: -2.811 0.616 -1.297
C: -1.847 0.019 -2.044
S: -0.275 0.344 -1.406
C: -1.062 1.275 -0.137
N: -0.387 1.981 0.819
C: 0.951 1.985 1.163
O: 1.405 2.930 1.771
C: 1.741 0.787 0.806
C: 1.276 -0.499 1.055
C: 2.092 -1.574 0.780
C: 3.373 -1.417 0.249
O: 4.019 -2.588 0.027
C: 5.325 -2.633 -0.506
C: 3.854 -0.111 0.017
O: 5.119 0.040 -0.486
C: 5.618 1.342 -0.682
C: 3.030 0.964 0.313
N: -2.345 1.327 -0.233
H: -5.149 -0.542 2.446
H: -3.488 -1.129 2.601
H: -4.836 -2.115 3.193
H: -4.016 -2.998 1.005
H: -5.677 -2.347 0.841
H: -4.734 1.523 -1.483
H: -4.492 0.084 -2.493
H: -1.957 -0.596 -2.914
H: -0.935 2.724 1.242
H: 0.295 -0.657 1.477
H: 1.760 -2.582 0.967
H: 6.046 -2.142 0.149
H: 5.562 -3.694 -0.577
H: 5.372 -2.182 -1.499
H: 5.027 1.893 -1.420
H: 5.652 1.906 0.255
H: 6.630 1.208 -1.060
H: 3.370 1.976 0.162

Properties
- HOMO level (eV) = -8.29
- spin multiplicity = 1
- lowest unoccupied orbital energy (eV) = 0.47
- gap between HOMO and LUMO (hartree) = 0.32167
- total charge = 0

Results of the Mulliken charge analysis, in e, for atoms 1 through 8: -1.01, -0.30, -0.24, 0.57, -0.60, -0.71, 0.46, -0.61

***

A structure of composition C16H18N4NiSSe, computed with ωB97M-V with the def2-TZVPD basis set.

Element x y z (Å)
Ni: -0.364 -0.694 -1.440
C: 3.228 -0.085 3.136
C: 3.625 -1.082 2.057
N: 3.242 -0.650 0.723
C: 2.006 -0.788 0.217
S: 1.766 -0.245 -1.422
N: 1.076 -1.304 1.003
N: -0.101 -1.405 0.339
C: -1.152 -1.863 0.924
C: -1.211 -2.310 2.345
C: -2.329 -1.941 0.037
C: -3.603 -2.272 0.476
C: -4.627 -2.359 -0.454
C: -4.354 -2.123 -1.791
C: -3.065 -1.769 -2.151
N: -2.081 -1.677 -1.262
H: 3.464 -0.480 4.125
H: 2.157 0.110 3.090
H: 3.757 0.860 3.010
H: 3.166 -2.052 2.249
H: 4.706 -1.225 2.044
H: 3.933 -0.254 0.111
H: -0.205 -2.382 2.748
H: -1.706 -3.279 2.422
H: -1.776 -1.598 2.951
H: -3.787 -2.450 1.526
H: -5.629 -2.611 -0.134
H: -5.122 -2.190 -2.547
H: -2.803 -1.534 -3.174
Se: -1.423 1.091 -2.535
C: -0.180 2.482 -2.078
C: 0.381 3.275 -3.072
C: 1.251 4.306 -2.743
C: 1.571 4.556 -1.418
C: 1.011 3.767 -0.420
C: 0.140 2.742 -0.748
H: 0.143 3.079 -4.109
H: 1.684 4.915 -3.527
H: 2.250 5.358 -1.161
H: 1.255 3.954 0.619
H: -0.292 2.129 0.034

Properties
- HOMO level (spin up / spin down) (eV) = -7.29 / -7.17
- spin multiplicity = 1
- lowest unoccupied orbital energy (spin up / spin down) (eV) = -0.57 / -0.73
- gap between HOMO and LUMO (spin up / spin down) (hartree) = 0.24707 / 0.23675
- total charge = 0

Results of the Mulliken charge analysis, in e, for atoms 1 through 8: -0.44, -1.06, -0.43, -0.16, 0.42, -0.41, -0.37, 0.19

***

A structure of composition C16H18N5O3PdS2, computed with ωB97M-V with the def2-TZVPD basis set.

Element x y z (Å)
Pd: 0.289 -12.746 6.505
O: 0.238 -12.019 8.440
N: 1.105 -12.282 9.431
C: 0.890 -11.916 10.736
C: 1.847 -12.197 11.724
C: 3.040 -12.852 11.389
C: 3.246 -13.266 10.084
C: 2.249 -12.999 9.104
S: 2.447 -13.584 7.508
H: -0.042 -11.414 10.975
H: 1.678 -11.875 12.736
H: 3.815 -13.037 12.120
H: 4.116 -13.831 9.774
C: -1.274 -14.701 3.695
N: 0.102 -14.539 4.152
C: 1.134 -15.468 4.036
C: 2.320 -14.821 4.146
N: 2.044 -13.488 4.408
C: 0.657 -13.262 4.345
S: -0.147 -11.755 4.160
H: -1.589 -15.749 3.828
H: -1.375 -14.413 2.638
H: -1.901 -14.019 4.283
H: 0.979 -16.515 3.809
H: 3.320 -15.218 4.087
H: 2.683 -12.742 4.157
O: -6.305 -17.048 4.277
C: -6.065 -15.699 4.695
N: -6.234 -15.512 6.129
C: -5.453 -14.427 6.780
O: -5.963 -13.444 7.271
C: -4.042 -14.779 6.795
C: -3.556 -16.103 6.648
C: -2.179 -16.363 6.711
C: -1.338 -15.282 6.995
N: -1.775 -14.017 7.101
C: -3.081 -13.783 7.035
H: -5.988 -17.628 5.008
H: -6.766 -15.079 4.106
H: -5.050 -15.375 4.404
H: -7.204 -15.318 6.370
H: -4.210 -16.967 6.594
H: -1.787 -17.367 6.559
H: -0.271 -15.446 7.140
H: -3.351 -12.746 7.205

Properties
- HOMO level (spin up / spin down) (eV) = 1.42 / 0.41
- spin multiplicity = 2
- lowest unoccupied orbital energy (spin up / spin down) (eV) = 4.80 / 4.80
- gap between HOMO and LUMO (spin up / spin down) (hartree) = 0.12405 / 0.16108
- total charge = -2

Results of the Mulliken charge analysis, in e, for atoms 1 through 8: 0.11, -0.83, 0.61, -0.30, -0.62, -0.16, -0.87, 0.37

***

| no. | DFT total energy (eV) |
| --- | --- |
| 1 | -186784.4684 |
| 2 | -40936.9061 |
| 3 | -140070.0103 |
| 4 | -55624.3091 |